{
  "formula": "C5H13N2",
  "method": "the ωB97M-V functional and the def2-TZVPD basis",
  "elements": ["N", "N", "C", "C", "C", "C", "C", "H", "H", "H", "H", "H", "H", "H", "H", "H", "H", "H", "H", "H"],
  "coordinates": [[1.091, 0.103, -0.848], [-0.810, -0.873, 0.937], [0.467, 0.505, -2.053], [-0.717, 1.102, -2.110], [-0.058, -1.908, 1.674], [1.751, 1.045, -0.221], [-1.268, 0.319, 1.804], [-0.211, -0.544, 0.088], [-0.721, -2.324, 2.455], [-1.947, 0.908, 1.199], [1.922, 2.053, -0.682], [-0.944, 1.748, -2.928], [-1.597, -1.272, 0.457], [0.961, 0.189, -3.041], [-1.779, -0.123, 2.668], [-0.387, 0.862, 2.121], [-1.500, 0.878, -1.386], [2.104, 0.820, 0.807], [0.839, -1.480, 2.101], [0.248, -2.709, 0.960]],
  "mulliken_charge": [-0.419, -0.045, -0.083, -0.658, -0.821, -0.256, -0.779, 0.179, 0.371, 0.336, 0.311, 0.289, 0.425, 0.324, 0.382, 0.323, 0.152, 0.293, 0.343, 0.331],
  "orbital_gap_ev": 9.5652,
  "charge": 1,
  "homo_energy_ha": -0.47279,
  "total_energy_ha": -307.4925
}